Version w
One molecule with the formula C19H21NO4, computed with ωB97M-V/def2-TZVPD.

Properties
LUMO energy (eV): 0.62
SMILES: C=CCOc1c(CNc2cccc(C(=O)O)c2)cccc1OCC
Charge: 0

Geometry (Å):
H: -2.2462 -0.5972 2.6794
C: -2.3109 -1.4231 -0.9664
O: -2.7682 -0.0716 -0.9889
C: 3.7993 0.0707 -0.6841
C: -2.8150 1.6537 3.9493
C: -1.6543 1.7725 -1.9800
C: -2.4864 1.5397 2.6771
H: -3.1129 0.0686 1.2690
N: 2.4843 1.4928 0.7241
H: -3.2285 -2.0151 -0.9244
H: 1.3073 2.9165 1.6374
C: 2.1081 -2.0585 -0.2172
H: 3.0223 2.2322 0.2957
O: 1.5465 -4.3354 -0.4990
C: 3.2246 -2.2348 -1.0317
C: 4.0662 -1.1595 -1.2512
H: -2.9602 0.7888 4.5754
O: -1.0339 0.1924 1.2920
H: 1.0669 3.4835 -0.9692
H: -2.9649 2.6126 4.4152
H: 0.9701 -0.7430 0.9957
H: -1.7097 -1.6284 -0.0749
C: -1.5054 -1.7723 -2.2122
C: -1.7776 0.8816 -0.9217
C: 1.1671 -3.1637 0.0442
H: -0.5701 3.4147 -2.8125
H: 3.4193 -3.1943 -1.4816
H: 4.9368 -1.2774 -1.8796
C: 2.6801 0.2636 0.1360
H: -1.2513 -2.8282 -2.1931
H: 0.8918 -5.0170 -0.2829
H: -0.5840 -1.1927 -2.2406
C: 1.8405 -0.8254 0.3676
C: 1.1880 1.9116 1.2242
C: -0.9150 0.9922 0.1793
H: -2.0816 -1.5610 -3.1103
H: 4.4622 0.9045 -0.8721
C: 0.2581 2.7670 -0.9485
C: -2.2848 0.2330 1.9706
H: -2.3369 2.4153 2.0574
C: -0.6545 2.7261 -1.9857
H: -2.3495 1.6870 -2.8006
C: 0.1389 1.9094 0.1353
H: 0.8827 1.2402 2.0291
O: 0.1405 -3.0715 0.6746



Version x
C19H21NO4 as an isolated structure, computed with ωB97M-V/def2-TZVPD.

Properties
LUMO energy (eV): 0.60
Charge: 0

Geometry (Å):
O: -5.5059 -0.5039 -2.3006
C: 2.4173 -0.1651 -1.7359
H: -7.5086 -0.3193 -1.7624
C: 2.0346 -1.1986 2.2264
H: 2.1892 -1.9898 1.3485
C: 0.8173 0.4793 0.8992
C: 2.4578 -1.8753 3.2011
C: -3.8506 0.2886 -0.7354
C: 3.9585 1.3128 -1.4797
H: 0.2007 -1.2579 0.2116
H: 1.1938 0.2873 5.8296
C: -3.2503 -0.6657 -2.8556
H: 0.2258 1.5568 -1.0148
H: 3.0342 -2.6887 3.3722
H: 5.0434 2.0778 0.4445
H: 4.7542 0.4712 -1.6476
H: 3.8878 0.6118 0.7366
C: 1.2393 -0.2887 2.2735
H: 0.8888 0.0171 -3.1641
H: 0.7025 -1.4556 -2.3968
C: 0.9481 -0.5128 -2.2251
H: -3.6582 -1.2140 -3.5774
H: 2.4147 -1.8920 5.6024
H: -6.4883 -0.2522 -0.3258
C: -6.6802 -0.0456 -1.2069
C: -0.0802 0.2367 -1.0203
N: 0.3238 -0.3590 0.2229
H: 0.4167 1.2006 3.6162
O: 2.8850 0.8581 -2.1393
H: -6.5169 0.8714 -1.2980
C: 2.1657 -1.3420 4.5800
C: -2.0760 -0.6785 -2.5478
H: 3.2974 2.3562 0.1945
C: 1.2388 -0.3491 4.7342
H: -1.3384 -0.8315 -3.4869
O: 3.0416 -0.9036 -1.1291
C: 3.9505 1.6910 0.0800
H: 4.2209 2.1576 -1.9559
H: -2.1355 1.0510 0.2812
C: -1.4318 0.0645 -1.7008
O: 0.7094 1.7930 1.0610
C: -4.2751 -0.2240 -1.9951
H: -4.4016 0.7514 -0.1909
C: -2.3856 0.3995 -0.6495
C: 0.9256 0.4792 3.6259



Stability comparison, relative energies in eV: version w 0.000; version x 18.233



Version w
CN2O2 as an isolated structure, computed with ωB97M-V/def2-TZVPD.

Properties
LUMO energy (eV): -2.22
Charge: 0

Geometry (Å):
O: -2.4547 -0.8829 -0.1706
C: 1.2427 0.2873 -0.2783
O: -0.1337 0.2338 -0.2088
N: -1.7770 -0.1304 0.2146
N: 2.1792 0.6716 0.4159



Version x
One molecule with the formula CN2O2, computed with ωB97M-V/def2-TZVPD.

Properties
LUMO energy (eV): -1.84
SMILES: N#C[N+](=O)[O-]
Charge: 0

Geometry (Å):
C: -0.5444 -0.2322 0.4721
O: 0.4010 -0.2762 -1.3929
N: 0.4950 0.2911 -0.3212
O: 1.3694 1.0793 0.0300
N: -1.4113 -0.7167 0.9700



Stability comparison, relative energies in eV: version w 1.353; version x 0.000



Version w
A 6-piece molecular cluster, C4H19NO6S overall, computed with ωB97M-V/def2-TZVPD.

Properties
LUMO energy (eV): 0.06
SMILES: C[C@H](CS)NC=O.O.O.O.O.O
Charge: 0

Geometry (Å):
H: 1.7300 -2.7587 0.3654
H: 1.2298 -2.5672 1.8383
S: 1.6419 -0.4602 -2.2577
O: 0.3550 -0.3360 4.1993
H: 0.1843 0.4394 3.7944
H: 1.8257 0.8296 -1.6320
H: -0.2851 0.2760 -0.4240
H: -0.1710 -1.1038 3.7836
H: -0.8290 2.3654 -1.3142
O: 1.2445 2.9596 1.0714
O: -0.3624 0.8630 1.5200
C: -0.1323 -0.7775 -2.4057
C: -1.1021 1.5778 -2.0204
H: 0.3972 3.4928 1.0092
H: -3.0672 -2.1213 -0.0526
H: -2.9108 -0.6771 -1.9721
H: -0.3333 1.7354 -2.7182
H: -0.3935 -1.8254 -2.0741
O: -1.6967 -1.2536 1.0454
H: -1.1716 1.3058 1.6072
C: -0.9114 0.2164 -1.3346
H: -0.3771 -0.7151 -3.5178
O: 3.4232 -0.0651 0.5595
H: -0.4979 -0.0529 1.2971
H: -2.0606 1.6339 -2.4013
H: 3.4457 -0.7501 -0.0486
O: 1.6306 -2.1219 1.0679
H: 0.9941 2.0068 1.2024
H: 2.6282 -0.2454 0.9493
N: -2.1259 -0.5747 -1.1245
C: -2.3021 -1.2959 -0.0126



Version x
A 6-piece molecular cluster, C4H19NO6S overall, computed with ωB97M-V/def2-TZVPD.

Properties
LUMO energy (eV): 0.46
SMILES: C[C@H](CS)NC=O.O.O.O.O.O
Charge: 0

Geometry (Å):
O: 0.4515 -2.9643 0.6448
O: -3.3466 -0.5968 -0.2088
C: -0.7268 -0.5798 -1.5856
H: 0.3391 -3.6823 1.2561
O: 1.0153 2.7512 1.9157
H: -1.1387 -1.5501 -3.4633
H: -1.8080 0.9597 1.2462
H: 1.8780 -0.0373 2.0397
H: 0.4266 2.4876 1.1940
H: 0.6426 -1.5385 -2.9401
H: 3.7181 1.3742 0.9957
H: -0.1607 -0.1301 -3.6803
H: -2.6947 -2.3818 0.4999
O: 3.1357 1.0866 1.6883
C: -2.5475 -1.5013 -0.1493
O: 1.4928 -0.8991 2.3439
C: 0.5363 -0.1827 -0.7694
N: -1.4045 -1.6245 -0.8806
O: -1.6902 1.8290 0.8401
H: 0.7242 -2.1890 1.1613
H: -0.8301 -2.4228 -0.6316
H: 1.2770 -0.9777 -0.9014
C: -0.3078 -1.0085 -3.0279
H: 0.3543 -0.2762 0.3162
H: 0.8462 1.5235 -2.4947
H: -1.3862 0.2965 -1.5922
S: 1.0405 1.5026 -1.1528
H: 0.8050 3.6724 2.0810
H: 1.4469 -0.7679 3.2833
H: 2.3576 1.6678 1.5399
H: -2.3271 1.8109 0.1308



Stability comparison, relative energies in eV: version w 2.670; version x 0.000



Version w
A 3-piece molecular cluster, C4H13NO2 overall, computed with ωB97M-V/def2-TZVPD.

Properties
LUMO energy (alpha / beta) (eV): -3.57 / -7.24
Charge: +1
2S+1: 2

Geometry (Å):
H: 2.4128 -0.0735 -0.8139
H: 2.1816 -1.0854 3.0179
H: -0.6491 -0.6490 -3.5709
H: -1.3061 -0.3919 2.8537
H: 0.5351 0.3532 -0.0007
C: -1.6975 1.0578 -0.9333
O: 1.4709 -1.6714 3.2974
O: -0.9201 0.1942 3.5171
C: -0.7511 0.4000 -3.1742
H: -1.7951 0.3300 -3.5157
H: 1.2224 -1.8891 4.1976
C: -0.7184 0.4826 -1.6840
C: 1.6796 -0.0437 -1.6152
H: -0.0939 -0.1720 3.8638
H: 2.0400 0.7746 -2.2320
H: -1.6312 0.9614 0.1298
H: -2.7026 1.2183 -1.2813
N: 0.3951 0.0905 -0.9705
H: 1.6288 -0.9131 -2.2738
H: -0.2385 1.2259 -3.6466



Version x
A 2-piece molecular cluster, C4H13NO2 overall, computed with ωB97M-V/def2-TZVPD.

Properties
LUMO energy (alpha / beta) (eV): -3.63 / -8.71
Charge: +1
2S+1: 2

Geometry (Å):
H: -2.2958 -2.3671 -2.1252
H: 2.0100 0.7238 1.5111
N: 0.2731 1.7387 -1.5140
H: 0.0844 -1.5713 -0.1757
H: -0.6772 -1.9703 -1.5730
H: -0.2297 1.6360 -2.4344
O: 1.6416 0.1269 2.2186
H: -0.0050 -1.1140 2.4332
H: -1.3067 0.7056 1.2320
C: -0.8990 0.3656 0.2082
H: -1.7448 -0.0104 -0.3111
H: 1.2036 -0.4891 -0.3344
O: -1.4815 -2.0694 -2.1666
C: 0.7727 -0.8968 1.7333
H: -1.4754 2.3628 -0.3708
H: 0.2407 2.2229 0.4398
C: 0.2965 -0.6104 0.2961
C: -0.4502 1.7676 -0.3123
H: 1.1354 1.1984 -1.3535
H: 1.5477 -1.7146 1.6923



Version y
A 2-piece molecular cluster, C4H13NO2 overall, computed with ωB97M-V/def2-TZVPD.

Properties
LUMO energy (alpha / beta) (eV): -2.73 / -7.21
Charge: +1
2S+1: 2

Geometry (Å):
C: -1.9252 0.6273 0.8242
H: 2.0106 0.5230 -1.4628
H: 3.3089 1.2972 -1.0733
H: 0.5611 -2.0689 -2.6929
H: -1.2421 -1.9194 -1.3504
O: 2.7245 0.5811 -0.8152
H: -2.1773 1.6814 0.8056
C: -0.4586 -1.1695 -1.2821
H: -2.4879 0.0747 0.0737
N: -0.5102 0.4434 0.6079
H: -2.1707 0.2363 1.8206
H: 0.5892 0.4447 2.3598
O: 0.7425 -1.5727 -1.8866
H: 1.3047 1.3924 1.0222
H: -0.8454 -0.2551 -1.7435
C: 0.3752 1.1349 1.5318
C: -0.0890 -0.8846 0.2143
H: -0.1161 2.0171 1.9247
H: -0.5860 -1.6110 0.8562
H: 0.9917 -0.9724 0.2654



Version z
A 2-piece molecular cluster, C4H13NO2 overall, computed with ωB97M-V/def2-TZVPD.

Properties
LUMO energy (alpha / beta) (eV): -3.39 / -8.36
Charge: +1
2S+1: 2

Geometry (Å):
H: -0.1068 -1.3261 -3.5410
H: 1.6527 -0.4782 -1.4274
H: 1.0432 -2.6702 -1.2836
C: 0.2484 -2.0202 -0.9148
H: 0.3022 0.3511 -3.3506
N: 0.1281 0.4535 -0.6207
H: -0.6788 -2.3990 -1.3104
H: -1.2168 -0.4296 -2.7765
H: -3.0266 2.5775 2.6361
C: 0.5531 -0.6356 -1.4926
H: 1.2368 -1.2091 1.1880
C: 0.5213 0.5681 0.7936
O: 1.5254 -0.2915 1.2422
H: 0.3689 1.3760 -1.0048
H: 0.1871 -2.1086 0.1611
H: -0.3964 0.2926 1.3427
O: -2.3522 2.2679 3.2520
H: -1.8986 1.5635 2.7826
C: -0.1267 -0.4981 -2.8271
H: 0.9230 1.5225 1.1296



Stability comparison, relative energies in eV: version w 0.724; version x 2.793; version y 0.000; version z 1.292